The following is a DFT calculation (wB97M-V/def2-TZVPD) of a structure of composition C52H59AsI2MnO8S2Se in a non-equilibrium geometry.

Calculated values
**Orbital gap (spin up / spin down)**: 5.83 / 5.96 eV
**Total charge**: -2
**⟨S²⟩**: 8.756
**Max |F|**: 5.886 eV/A
**Multiplicity**: 6

Element x y z (Å)
1 I 3.979 0.159 -0.406
2 I 6.034 1.906 0.613
3 Se 2.092 -1.153 2.064
4 As -0.978 1.886 -1.988
5 Mn 0.705 -0.101 -0.027
6 S 0.160 -3.003 -0.757
7 S 2.375 -0.966 -2.252
8 O 1.371 1.467 0.664
9 O 2.771 -1.415 -0.867
10 O 1.087 -3.286 0.315
11 O 3.511 -0.622 -3.072
12 O -0.628 -0.123 1.602
13 O 1.461 0.184 -2.094
14 O -1.055 -3.780 -0.686
15 O -0.103 -1.543 -0.856
16 C -2.509 1.607 3.108
17 C 3.183 3.261 3.235
18 C -0.854 3.355 -3.324
19 C -5.229 1.962 -2.216
20 C 2.362 3.085 2.128
21 C 0.994 4.102 0.177
22 C -1.736 5.170 -4.662
23 C 2.267 -2.787 -4.226
24 C -0.603 0.495 -4.570
25 C 5.674 3.544 4.734
26 C -4.006 0.149 4.442
27 C -0.263 -2.681 6.663
28 C -5.600 2.316 -0.926
29 C -0.597 -0.673 2.773
30 C 1.300 -4.982 -4.051
31 C 0.399 3.590 -3.899
32 C 4.631 2.510 5.183
33 C 3.283 4.900 0.697
34 C -1.269 -1.777 -4.982
35 C 1.994 4.337 1.312
36 C 2.456 0.705 2.613
37 C 3.846 3.043 6.391
38 C 0.734 -4.623 -2.844
39 C -1.555 -1.290 4.920
40 C -1.478 -2.496 7.574
41 C 2.061 -4.041 -4.754
42 C -0.411 -1.981 5.314
43 C 1.364 5.383 2.250
44 C -0.604 -0.628 -5.383
45 C -1.265 0.489 -3.345
46 C -1.983 -0.648 -2.988
47 C 3.659 2.230 4.036
48 C -3.577 -0.439 2.072
49 C -2.896 2.085 -1.599
50 C 2.004 1.759 1.776
51 C 0.970 -2.117 7.389
52 C -1.903 4.195 -3.690
53 C 0.660 -1.988 4.424
54 C 0.936 -3.364 -2.303
55 C 3.246 0.942 3.719
56 C -0.068 -4.188 6.428
57 C 0.576 -1.329 3.217
58 C 1.716 -2.416 -3.000
59 C -1.971 -1.782 -3.788
60 C -3.890 1.846 -2.550
61 C 5.390 1.237 5.572
62 C 0.570 4.557 -4.875
63 C -2.941 0.148 3.341
64 C -4.621 2.561 0.027
65 C -0.505 5.336 -5.282
66 C -3.282 2.448 -0.313
67 C -1.686 -0.647 3.695
68 H -1.771 1.646 2.309
69 H -2.869 4.081 -3.219
70 H -0.056 -0.610 -6.319
71 H -3.368 2.230 2.841
72 H -2.480 -2.676 -3.451
73 H 2.492 -4.303 -5.711
74 H -2.877 -0.388 1.241
75 H 4.524 3.322 7.204
76 H 1.076 -2.565 8.382
77 H -4.479 0.118 1.800
78 H 4.733 0.506 6.044
79 H 4.016 5.156 1.464
80 H 6.142 3.224 3.802
81 H -4.387 -0.857 4.633
82 H 3.566 0.085 4.295
83 H 3.502 4.268 3.469
84 H -3.842 -1.486 2.236
85 H -1.671 -1.439 7.766
86 H 1.089 6.275 1.680
87 H 1.590 -2.491 4.659
88 H 0.701 5.064 -0.258
89 H 0.004 -4.721 7.382
90 H -1.293 -2.989 8.532
91 H 3.055 5.793 0.107
92 H -3.620 0.571 5.372
93 H 3.154 2.285 6.760
94 H 5.224 4.522 4.562
95 H 1.245 2.989 -3.579
96 H -6.648 2.399 -0.665
97 H 1.879 -2.319 6.825
98 H 6.189 1.477 6.279
99 H -2.047 2.003 4.015
100 H 0.107 -5.300 -2.277
101 H -4.844 0.769 4.112
102 H 3.750 4.154 0.057
103 H -0.385 6.069 -6.071
104 H 0.464 4.974 2.713
105 H -2.393 -1.252 5.604
106 H -2.539 -0.668 -2.058
107 H -0.909 -4.592 5.862
108 H -0.058 1.378 -4.880
109 H -2.510 2.629 0.426
110 H 6.438 3.660 5.508
111 H -2.575 5.794 -4.946
112 H -5.988 1.776 -2.967
113 H -4.905 2.837 1.035
114 H 3.262 3.921 6.111
115 H 2.873 -2.058 -4.745
116 H 1.427 3.492 -0.611
117 H 0.094 3.602 0.537
118 H -1.215 -2.677 -5.582
119 H -3.604 1.566 -3.557
120 H 2.053 5.681 3.040
121 H 1.542 4.703 -5.331
122 H 5.832 0.793 4.680
123 H 0.841 -4.376 5.857
124 H 1.179 -5.981 -4.447
125 H 0.876 -1.035 7.497
126 H -2.373 -2.940 7.133